1.
Density functional theory data (ωB97M-V with the def2-TZVPD basis set) for C12H31BF4N2O2RuSSiTe4 as an isolated structure at a distorted geometry.

Atoms and positions in Å:
Ru (-0.844, 0.831, -1.320)
C (-3.269, 3.947, -0.417)
O (-2.117, 3.196, -0.136)
C (-1.638, 3.381, 1.165)
C (-0.354, 2.610, 1.322)
O (-0.488, 1.231, 0.973)
C (-0.754, 0.381, 2.071)
H (-3.050, 5.020, -0.377)
H (-4.076, 3.705, 0.289)
H (-3.582, 3.693, -1.429)
H (-2.400, 3.043, 1.887)
H (-1.419, 4.442, 1.354)
H (-0.009, 2.701, 2.357)
H (0.413, 3.017, 0.668)
H (0.080, 0.417, 2.778)
H (-0.855, -0.630, 1.681)
H (-1.674, 0.657, 2.591)
Te (0.781, 2.675, -2.317)
Te (0.236, 5.257, -2.015)
Te (-2.335, 2.907, -5.691)
Te (-1.537, 1.776, -3.455)
C (-3.033, -1.842, -0.832)
Si (-3.070, 0.022, -1.028)
C (-3.865, 0.643, 0.574)
C (-4.433, 0.316, -2.281)
H (-4.066, -2.181, -0.679)
H (-2.433, -2.156, 0.025)
H (-2.629, -2.333, -1.719)
H (-4.399, -0.194, 1.041)
H (-4.595, 1.429, 0.357)
H (-3.157, 1.039, 1.299)
H (-5.361, -0.103, -1.873)
H (-4.227, -0.172, -3.239)
H (-4.599, 1.379, -2.483)
C (2.250, -3.885, 0.888)
C (3.136, -2.991, 0.034)
N (2.666, -1.609, 0.029)
C (3.227, -0.458, 0.424)
S (2.536, 0.999, -0.125)
N (4.314, -0.437, 1.240)
C (4.765, -1.432, 2.202)
C (6.119, -2.043, 1.856)
H (2.552, -4.931, 0.793)
H (1.214, -3.797, 0.557)
H (2.296, -3.602, 1.941)
H (3.103, -3.337, -0.999)
H (4.168, -3.028, 0.360)
H (1.819, -1.455, -0.506)
H (4.661, 0.500, 1.359)
H (4.004, -2.200, 2.295)
H (4.840, -0.942, 3.175)
H (6.100, -2.528, 0.881)
H (6.402, -2.786, 2.606)
H (6.891, -1.272, 1.830)
F (1.259, -0.799, -2.800)
B (0.346, -1.785, -2.446)
F (-0.046, -1.510, -1.036)
F (-0.797, -1.725, -3.232)
F (0.935, -3.052, -2.468)

LUMO energy (spin up / spin down) (hartree): 0.052 / 0.044
Spin multiplicity: 2
Gap between HOMO and LUMO (spin up / spin down) (eV): 5.2 / 5.0
Total charge: -1
Energy relative to the best compared isomer or geometry (same formula, charge and spin) (eV): 4.166

=====

2.
Density functional theory data (ωB97M-V with the def2-TZVPD basis set) for a 2-piece molecular cluster, C12H31BrN3O2P2SSi overall at a distorted geometry.

Atoms and positions in Å:
N (-1.292, -2.309, 6.722)
P (-0.454, -1.624, 5.579)
Si (-1.642, 0.122, 4.688)
Br (-1.044, 1.901, 5.864)
C (-3.450, -0.248, 4.937)
C (-4.110, -0.956, 3.746)
C (-3.473, -2.316, 3.460)
S (-3.944, -3.604, 4.659)
P (-1.151, 0.804, 2.563)
N (0.500, 1.313, 2.642)
O (-0.981, -0.589, 1.690)
H (-0.850, -2.341, 7.632)
H (-0.172, -2.466, 4.479)
H (0.824, -1.112, 5.891)
H (-3.543, -0.857, 5.841)
H (-3.936, 0.706, 5.148)
H (-4.086, -0.326, 2.853)
H (-5.161, -1.125, 3.977)
H (-3.778, -2.694, 2.488)
H (-2.383, -2.240, 3.416)
H (-3.015, -3.308, 5.590)
H (0.572, 2.171, 3.182)
H (1.128, 0.639, 3.074)
H (-0.663, -0.361, 0.813)
C (2.961, -0.807, -4.125)
C (1.492, -0.630, -3.736)
C (0.641, 0.003, -4.862)
C (0.940, 1.466, -5.146)
C (0.814, 2.321, -3.896)
C (1.700, 1.853, -2.723)
N (1.290, 0.377, -2.597)
O (0.366, 0.152, -1.853)
C (3.187, 2.040, -3.023)
C (1.384, 2.559, -1.415)
C (0.910, -1.962, -3.290)
H (3.311, -0.061, -4.830)
H (3.618, -0.805, -3.256)
H (3.054, -1.780, -4.603)
H (-0.412, -0.112, -4.588)
H (0.820, -0.621, -5.740)
H (1.928, 1.582, -5.595)
H (0.228, 1.828, -5.889)
H (1.121, 3.351, -4.090)
H (-0.224, 2.350, -3.553)
H (3.811, 1.527, -2.292)
H (3.389, 3.106, -2.943)
H (3.482, 1.726, -4.017)
H (0.332, 2.527, -1.137)
H (1.660, 3.603, -1.547)
H (1.971, 2.147, -0.593)
H (1.439, -2.355, -2.422)
H (1.040, -2.660, -4.116)
H (-0.150, -1.903, -3.058)

LUMO energy (hartree): -0.232
Spin multiplicity: 1
Gap between HOMO and LUMO (eV): 3.6
Total charge: +1

=====

3.
Density functional theory data (ωB97M-V with the def2-TZVPD basis set) for a 4-piece molecular cluster, C12H31NO7 overall at a distorted geometry.

Atoms and positions in Å:
C (-0.286, 5.700, 2.769)
C (0.368, 5.646, 1.386)
O (1.036, 4.398, 1.236)
C (1.415, 3.983, 0.039)
O (2.154, 3.058, -0.101)
O (0.916, 4.725, -0.937)
C (0.987, 4.176, -2.247)
H (0.400, 5.360, 3.541)
H (-1.220, 5.140, 2.737)
H (-0.550, 6.734, 2.994)
H (1.137, 6.420, 1.326)
H (-0.428, 5.837, 0.669)
H (1.987, 4.198, -2.681)
H (0.346, 4.791, -2.874)
H (0.610, 3.154, -2.242)
C (-6.419, -4.803, 2.648)
O (-5.037, -4.741, 2.945)
C (-4.295, -4.217, 1.860)
C (-2.928, -3.850, 2.431)
N (-2.079, -3.250, 1.375)
C (-0.932, -2.589, 2.018)
C (0.081, -2.119, 1.005)
O (0.651, -3.260, 0.381)
C (1.720, -2.934, -0.470)
H (-6.825, -3.793, 2.536)
H (-6.946, -5.291, 3.464)
H (-6.559, -5.372, 1.725)
H (-4.783, -3.318, 1.473)
H (-4.187, -4.935, 1.041)
H (-2.497, -4.774, 2.839)
H (-3.049, -3.189, 3.289)
H (-1.732, -4.081, 0.897)
H (-0.459, -3.186, 2.807)
H (-1.376, -1.715, 2.504)
H (0.856, -1.483, 1.447)
H (-0.431, -1.569, 0.203)
H (2.523, -2.471, 0.117)
H (1.419, -2.210, -1.237)
H (2.093, -3.844, -0.929)
C (3.488, 0.330, -1.667)
O (4.170, 1.474, -1.182)
H (4.192, -0.406, -2.052)
H (2.878, -0.098, -0.865)
H (2.812, 0.623, -2.485)
H (3.510, 1.975, -0.670)
C (3.877, 0.878, -5.598)
O (2.550, 1.350, -5.736)
H (4.381, 1.106, -6.541)
H (4.424, 1.386, -4.800)
H (3.943, -0.210, -5.492)
H (2.094, 1.264, -4.894)

LUMO energy (hartree): 0.018
Spin multiplicity: 1
Gap between HOMO and LUMO (eV): 9.7
Energy relative to the best compared isomer or geometry (same formula, charge and spin) (eV): 0.327
Structure (SMILES): CCOC(=O)OC.COCCNCCOC.CO.CO

=====

4.
Density functional theory data (ωB97M-V with the def2-TZVPD basis set) for C12H32F2O12S4Tl as an isolated structure at a distorted geometry.

Atoms and positions in Å:
Tl (-0.319, 2.035, 0.616)
F (2.308, 2.653, 4.598)
F (-2.244, -2.330, 0.267)
O (2.470, -2.006, -3.212)
S (2.727, -3.029, -4.223)
O (2.223, -2.851, -5.606)
O (4.387, -3.286, -4.415)
C (5.154, -3.706, -3.344)
C (6.571, -3.739, -3.922)
C (2.135, -4.720, -3.722)
H (4.930, -4.740, -3.080)
H (5.067, -3.142, -2.416)
H (6.839, -2.747, -4.282)
H (6.728, -4.439, -4.743)
H (7.224, -4.004, -3.090)
H (2.456, -4.944, -2.704)
H (2.423, -5.462, -4.466)
H (1.056, -4.566, -3.685)
O (-1.508, 6.996, 6.911)
S (-2.584, 7.096, 5.926)
O (-2.777, 6.208, 4.782)
O (-4.088, 7.240, 6.704)
C (-4.024, 7.461, 8.145)
C (-5.457, 7.854, 8.624)
C (-2.604, 8.788, 5.169)
H (-3.213, 8.109, 8.477)
H (-3.870, 6.505, 8.645)
H (-6.277, 7.211, 8.305)
H (-5.691, 8.839, 8.220)
H (-5.432, 8.055, 9.695)
H (-3.544, 9.086, 4.706)
H (-1.828, 8.982, 4.428)
H (-2.549, 9.465, 6.021)
O (-4.166, 0.783, -7.065)
S (-4.861, 0.521, -5.784)
O (-4.283, 1.063, -4.547)
O (-6.465, 1.030, -5.888)
C (-7.279, 0.694, -7.093)
C (-7.088, 1.832, -8.106)
C (-5.105, -1.265, -5.612)
H (-8.331, 0.583, -6.829)
H (-7.146, -0.346, -7.393)
H (-7.668, 2.703, -7.801)
H (-7.461, 1.551, -9.091)
H (-6.008, 1.970, -8.155)
H (-4.443, -1.487, -4.775)
H (-4.853, -1.697, -6.580)
H (-6.156, -1.409, -5.363)
O (3.562, -2.794, 2.588)
S (4.466, -3.494, 3.485)
O (4.056, -3.996, 4.786)
O (5.012, -4.791, 2.583)
C (5.671, -5.795, 3.314)
C (6.202, -6.649, 2.127)
C (6.087, -2.604, 3.675)
H (4.911, -6.270, 3.933)
H (6.367, -5.322, 4.007)
H (7.017, -7.353, 2.293)
H (6.676, -5.891, 1.505)
H (5.424, -7.082, 1.498)
H (5.973, -1.543, 3.892)
H (6.513, -2.644, 2.672)
H (6.685, -3.166, 4.393)

LUMO energy (hartree): -0.417
Spin multiplicity: 1
Gap between HOMO and LUMO (eV): 1.4
Total charge: +1

=====

Number 1: E -3015.0175 hartree. Number 2: E -4734.7101 hartree. Number 3: E -1057.1650 hartree. Number 4: E -3343.4132 hartree.